(1)
41
Properties=species:S:1:pos:R:3:mulliken_spin:R:1 method="wB97M-V/def2-TZVPD" multiplicity=5 homo_ev="-14.110 / -15.888" total_charge=+2 homo_lumo_gap_ha="0.249 / 0.210"
I 0.263 -0.126 -2.985 0.703
I 0.016 3.373 -0.503 0.989
Ir 0.059 0.749 -0.607 1.596
P -2.255 1.067 -0.191 0.168
C -3.189 1.063 -1.746 0.013
C -2.973 -0.279 0.830 -0.001
H -4.039 -0.051 1.002 0.003
H -3.898 2.407 0.995 0.004
H -2.457 -0.328 1.798 0.000
H -2.262 2.651 1.652 -0.004
H -2.847 0.231 -2.373 0.003
H -2.887 -1.247 0.321 0.002
C -2.842 2.532 0.735 0.021
H -4.257 0.958 -1.512 0.006
H -2.728 3.435 0.127 0.010
H -3.006 2.010 -2.264 -0.007
P 2.366 1.083 -0.196 0.172
C 3.356 1.112 -1.712 0.017
C 2.904 2.563 0.748 0.016
H 2.563 -0.294 1.796 0.001
H 4.131 -0.076 0.966 0.003
H 2.927 -1.228 0.317 0.002
C 3.057 -0.265 0.818 -0.006
H 2.312 2.663 1.661 -0.005
H 3.964 2.460 1.013 0.005
H 4.414 1.016 -1.446 0.005
H 3.183 2.061 -2.233 -0.008
H 2.772 3.469 0.139 0.010
H 3.048 0.283 -2.365 0.004
Cl 0.034 1.062 1.830 0.168
C -0.204 -4.293 0.618 0.000
C 0.006 -3.308 1.573 0.007
C 0.084 -1.968 1.172 -0.003
N -0.069 -1.553 -0.094 0.043
C -0.326 -2.515 -1.003 0.030
C -0.354 -3.881 -0.704 0.003
H -0.253 -5.348 0.882 0.000
H 0.117 -3.518 2.624 0.000
H 0.254 -1.189 1.914 0.011
H -0.480 -2.215 -2.056 0.018
H -0.503 -4.566 -1.540 0.001



(2)
6
Properties=species:S:1:pos:R:3:mulliken_charge:R:1 method="wB97M-V/def2-TZVPD" homo_ev=-11.486 relative_energy_ev=0.160 homo_lumo_gap_ha=0.454
O 9.382 16.101 13.689 -0.641
H 10.166 15.573 13.534 0.320
H 9.585 16.605 14.477 0.320
O 12.310 13.919 11.179 -0.641
H 12.116 14.568 10.503 0.322
H 11.985 13.093 10.820 0.319



(3)
133
Properties=species:S:1:pos:R:3:mulliken_charge:R:1 method="wB97M-V/def2-TZVPD" homo_ev=-5.434 homo_lumo_gap_ha=0.187
Ba -0.236 0.360 -0.465 0.071
C 2.731 2.808 -2.027 -1.190
C 3.417 1.529 -2.581 1.849
C 4.791 1.515 -1.845 -1.201
C 5.626 0.223 -1.964 -0.880
C 4.729 -0.994 -1.625 -1.387
C 3.343 -1.033 -2.349 2.198
N 2.651 0.290 -2.244 1.375
O 1.308 0.321 -2.789 -0.818
C 2.550 -2.074 -1.580 -1.071
C 3.523 -1.465 -3.814 -1.723
C 3.701 1.779 -4.112 -1.809
H 2.529 2.760 -0.957 -0.734
H 1.771 2.804 -2.543 -0.020
H 3.168 3.781 -2.250 0.582
H 4.593 1.611 -0.777 0.049
H 5.445 2.314 -2.193 0.471
H 6.451 0.226 -1.251 0.493
H 5.919 0.149 -3.011 0.380
H 4.580 -1.050 -0.547 0.377
H 5.287 -1.895 -1.880 0.408
H 2.114 -1.627 -0.686 0.104
H 3.057 -2.928 -1.130 0.305
H 1.743 -2.467 -2.198 -0.585
H 2.626 -1.308 -4.413 0.068
H 3.811 -2.514 -3.877 0.436
H 4.218 -0.842 -4.377 0.339
H 4.681 1.454 -4.462 0.355
H 3.788 2.849 -4.298 0.561
H 2.949 1.467 -4.836 0.097
C -1.060 0.456 5.233 -1.708
C -0.398 1.469 4.222 1.467
C 0.639 2.316 4.950 -1.263
C 1.906 1.479 5.225 -0.960
C 2.511 0.954 3.934 -0.755
C 1.497 0.063 3.130 1.792
N 0.199 0.757 3.070 0.888
O -0.778 0.063 2.283 0.423
C 1.418 -1.268 3.900 -1.534
C 2.124 -0.248 1.769 -1.568
C -1.412 2.573 3.724 -1.682
H -0.498 -0.222 5.875 0.295
H -1.637 -0.252 4.639 0.017
H -1.737 0.985 5.903 0.458
H 0.325 2.769 5.890 0.515
H 0.928 3.184 4.356 0.301
H 1.729 0.711 5.977 0.363
H 2.739 2.019 5.676 0.477
H 3.331 0.318 4.268 0.391
H 2.873 1.741 3.272 0.204
H 0.815 -1.229 4.806 0.251
H 2.430 -1.611 4.116 0.462
H 0.953 -2.027 3.271 -0.172
H 2.488 0.637 1.247 0.110
H 1.407 -0.879 1.244 -0.141
H 2.951 -0.949 1.884 0.336
H -1.127 3.091 2.809 0.099
H -1.726 3.291 4.481 0.359
H -2.338 2.067 3.450 0.345
C -3.201 -2.956 4.719 -1.123
C -3.445 -4.054 5.500 -0.533
C -2.554 -5.184 5.296 -0.406
C -1.543 -5.149 4.345 -0.268
C -1.248 -4.007 3.640 -0.777
C -2.111 -2.887 3.826 0.526
N -0.775 -6.357 4.193 1.054
O -1.149 -7.422 4.712 -0.623
O 0.279 -6.222 3.585 -0.581
H -3.841 -2.092 4.820 0.439
H -4.298 -4.071 6.162 0.413
H -2.755 -6.051 5.908 0.446
H -0.449 -3.899 2.921 0.945
H -1.956 -1.993 3.241 0.372
C -0.401 3.967 -3.589 -1.414
C -1.469 3.358 -2.634 0.794
O -1.374 2.170 -2.231 -0.041
C -2.647 4.240 -2.329 -1.130
H -0.867 4.595 -4.349 0.489
H 0.196 3.181 -4.051 0.130
H 0.220 4.706 -3.082 0.346
H -2.264 5.055 -1.716 0.334
H -3.396 3.735 -1.719 -0.064
H -3.183 4.598 -3.208 0.455
C -3.804 2.854 0.665 -1.388
C -3.817 1.424 0.354 0.540
O -2.846 0.759 0.023 0.735
C -5.152 0.886 0.336 -1.504
H -3.923 2.882 1.748 0.536
H -4.590 3.416 0.160 0.504
H -2.830 3.264 0.398 -0.270
H -5.578 1.170 1.299 0.479
H -4.952 -0.184 0.370 0.265
H -5.701 1.192 -0.555 0.332
C 0.223 5.179 0.881 -1.377
C 1.066 3.932 0.932 1.091
O 0.626 2.889 0.501 0.609
C 2.471 4.055 1.521 -1.360
H -0.157 5.453 1.865 0.407
H -0.698 5.054 0.312 0.055
H 0.741 6.073 0.533 0.463
H 2.849 5.038 1.241 0.525
H 3.246 3.399 1.124 0.134
H 2.431 3.884 2.597 0.198
C 0.418 -0.855 -6.814 -0.438
C -0.169 -2.201 -6.339 0.304
O -0.298 -3.186 -7.087 -0.620
C -0.675 -2.347 -4.924 0.026
H 1.058 -0.546 -5.988 -0.198
H -0.277 -0.046 -7.042 0.331
H 1.140 -1.081 -7.598 0.325
H -1.297 -1.528 -4.563 -0.073
H 0.181 -2.576 -4.290 -0.091
H -1.404 -3.151 -4.825 0.421
C -0.632 -4.632 -1.015 -1.234
C -1.084 -3.398 -0.252 0.538
O -0.368 -2.378 -0.326 0.149
C -2.283 -3.410 0.563 -0.626
H 0.307 -4.447 -1.537 0.219
H -1.283 -4.780 -1.877 0.248
H -0.483 -5.543 -0.436 0.384
H -3.159 -3.739 0.003 0.472
H -2.442 -2.381 0.885 -0.343
H -1.975 -4.138 1.314 0.397
C -4.245 -0.114 -2.932 -0.710
C -3.262 -1.267 -2.663 0.657
O -2.145 -0.968 -2.149 0.300
C -3.640 -2.688 -3.166 -1.338
H -5.231 -0.557 -2.788 0.495
H -4.072 0.250 -3.945 0.344
H -4.121 0.690 -2.205 -0.451
H -3.051 -3.474 -2.694 0.003
H -3.635 -2.760 -4.254 0.406
H -4.654 -2.933 -2.848 0.481



(4)
19
Properties=species:S:1:pos:R:3:mulliken_spin:R:1 method="wB97M-V/def2-TZVPD" multiplicity=2 homo_ev="-13.620 / -13.105" relative_energy_ev=2.164 total_charge=+1 homo_lumo_gap_ha="0.374 / 0.151"
N -1.829 -0.188 -0.360 0.148
C -0.629 0.135 0.420 0.060
C 0.645 0.104 -0.372 0.064
C 1.447 -1.204 -0.397 -0.001
N 1.866 -1.529 -1.732 0.063
C -0.764 1.502 1.093 0.000
N -1.839 1.780 1.810 0.033
O 0.207 2.267 1.024 0.536
H -1.693 -1.095 -0.804 0.008
H -1.835 0.381 -1.213 -0.005
H -0.718 -0.627 1.200 -0.007
H 0.492 0.375 -1.421 -0.003
H 1.322 0.920 0.023 0.042
H 2.155 -1.205 0.456 0.031
H 0.735 -1.989 -0.084 0.027
H 2.593 -0.891 -2.045 0.001
H 2.158 -2.490 -1.846 -0.001
H -1.829 2.710 2.215 0.002
H -2.485 1.043 2.034 -0.001



no.,molecular weight (Da)
1,712.74
2,36.03
3,921.42
4,117.15